Entry 1:
{"formula": "C6H4AlBrClF6O4Sb", "method": "the ωB97M-V functional and the def2-TZVPD basis", "total_energy_ha": -4647.67960, "homo_ev": [-13.56, -13.56], "s2": 0.772, "spin_multiplicity": 2, "charge": 1, "orbital_gap_ev": [7.5, 3.5], "symbols": ["Al", "O", "Cl", "O", "O", "O", "F", "Sb", "F", "F", "F", "F", "F", "Br", "C", "C", "C", "C", "C", "C", "H", "H", "H", "H"], "xyz": [[-0.7854, -0.5540, 1.4177], [-3.2914, 2.2214, 0.4216], [-2.4819, 1.6819, 1.5073], [-1.1266, 2.2546, 1.5193], [-2.2607, 0.2487, 0.9987], [-3.0767, 1.5844, 2.7886], [-0.2849, -0.8332, 3.0143], [-1.3204, -3.9268, 2.3828], [-1.2787, -4.3197, 4.2849], [-2.0758, -5.7445, 2.2183], [0.5703, -4.2750, 2.2248], [-0.4233, -1.9173, 0.4824], [0.6308, 0.3332, 0.7017], [3.1410, 2.4878, -4.2791], [2.0048, 1.6411, -3.0427], [0.9417, 2.3024, -2.4393], [0.6800, 1.9140, -1.1527], [0.9469, 0.6206, -0.8333], [1.6871, -0.2747, -1.5815], [2.2479, 0.2733, -2.7238], [0.5841, 3.2371, -2.7841], [0.1349, 2.6032, -0.5096], [1.8585, -1.2939, -1.2912], [2.9778, -0.2647, -3.3253]]}



Entry 2:
{"formula": "C5H12O", "method": "the ωB97M-V functional and the def2-TZVPD basis", "total_energy_ha": -272.88599, "homo_ev": -8.59, "relative_energy_kcal_mol": 39.3, "smiles": "CC=C(C)C.O", "charge": 0, "orbital_gap_ev": 9.3, "symbols": ["C", "C", "C", "C", "C", "H", "H", "H", "H", "H", "H", "H", "H", "H", "H", "O", "H", "H"], "xyz": [[0.2025, 1.5644, -1.5447], [-0.8422, 1.6604, -0.5031], [-1.0083, 0.5962, 0.3344], [-2.1601, 0.9181, 1.3198], [-0.3500, -0.7496, 0.3292], [-0.2202, 0.8909, -2.2703], [1.0655, 1.0319, -1.1880], [0.3410, 2.5611, -1.9716], [-1.6216, 2.4366, -0.3840], [-2.9365, 0.1564, 1.6349], [-1.7572, 1.3392, 2.2665], [-2.6789, 1.8397, 1.0518], [-0.0500, -0.9575, -0.6547], [0.4730, -0.9543, 1.0305], [-1.2153, -1.4766, 0.5678], [4.5775, -3.4945, -0.2049], [4.0569, -4.2888, -0.3315], [4.1241, -3.0736, 0.5181]]}